A cluster of 6 separate species, C33H70BN4O18 in total in a non-equilibrium geometry, computed with wB97M-V/def2-TZVPD.

```
126
Properties=species:S:1:pos:R:3:forces:R:3
O -9.682752 7.143244 -3.438072 0.1 -0.1 0.2
O -4.487955 3.797236 0.173648 1.1 -0.9 -1.1
O 8.384018 -9.198257 -0.547454 -0.2 0.1 -0.1
O 6.873974 -7.740435 0.291177 -0.2 0.2 0.0
O -8.570874 5.599481 -4.455786 0.1 -0.1 0.1
O 2.508418 -5.323577 -0.941652 0.0 -0.1 0.0
O 1.109250 3.401602 -1.436957 0.2 -0.5 0.0
O -8.209658 7.750058 -5.040394 0.2 0.1 -0.1
O 9.679554 -9.752792 3.731998 0.0 0.3 0.0
O -2.710702 7.001743 3.714605 -0.1 0.0 -0.1
O -2.296894 8.529624 5.324256 -0.1 0.2 0.2
O -0.792676 7.988673 3.726796 -0.1 0.1 -0.2
O 9.979208 -11.743329 4.762168 0.2 0.0 0.0
O 2.454455 -4.164557 0.994989 0.1 0.0 0.2
O 6.632440 -9.976407 0.463014 -0.1 0.0 -0.2
O 9.797840 -11.708179 2.612957 0.1 0.0 0.0
O 0.950545 -3.856137 -0.663666 -0.1 -0.2 0.0
O -4.207219 4.075604 -2.213214 -0.2 -1.3 1.5
N -2.095447 -0.944927 -1.163753 0.3 0.8 0.2
N -3.921883 -0.671563 -2.804568 0.1 0.5 0.8
N -0.005059 2.783607 -1.327058 -1.2 1.5 0.0
N -4.337969 -1.550721 -0.674579 0.4 0.7 0.4
C -2.164614 2.015220 -2.436583 1.0 0.0 0.2
C -3.971631 6.749954 4.335162 -0.3 -0.1 0.0
C 5.449464 -9.746613 1.230630 -0.3 -0.1 0.2
C -3.495395 -0.544492 -1.392721 -1.3 -1.4 -0.4
C -6.642713 3.446605 -2.059023 -0.3 0.9 0.4
C 9.811302 -10.947123 3.705553 -0.1 -0.4 0.0
C 0.148973 8.899758 4.308067 0.5 0.3 0.3
C 0.310625 -2.830756 0.109927 -0.2 0.5 0.2
C -0.048035 2.323577 -3.709911 0.1 0.2 0.7
C -0.674653 3.000940 -0.037605 1.0 -0.2 2.7
C -8.761502 6.918812 -4.373844 -0.3 -0.1 0.1
C 9.973987 -7.464265 0.135914 -0.2 0.0 0.2
C -7.665665 5.209291 -5.488527 0.2 -0.2 -0.2
C -0.841981 4.525980 0.334697 -0.1 0.1 -0.2
C -1.972652 2.168616 0.174485 0.9 -0.5 -0.6
C -5.555956 4.567188 -2.201319 -1.0 0.2 -0.9
C 9.178855 -8.086418 -0.996727 0.5 0.4 -0.1
C -1.967234 7.909791 4.351172 0.2 -0.2 -0.1
C 7.256647 -8.857966 0.083906 0.2 -0.1 0.0
C 8.573116 -10.738835 6.476986 -0.2 0.1 -0.2
C -3.894303 0.825781 -0.797949 0.4 0.5 0.2
C 3.708116 -5.950994 -0.485401 0.3 -0.2 0.0
C -2.922320 2.039063 -1.070101 -0.3 1.2 0.3
C -10.035820 8.519038 -3.245532 -0.3 0.5 0.0
C 9.536783 -10.978537 1.410061 0.1 -0.2 -0.3
C 1.086620 -1.530024 0.034657 0.3 -0.1 0.0
C -10.978949 9.001987 -4.329569 0.1 -0.2 -0.3
C -1.177115 4.396732 -2.924668 1.0 -0.1 0.7
C 9.981517 -11.080096 6.031809 -0.1 0.2 0.5
C -0.874993 2.920773 -2.500942 -0.4 -0.9 -2.6
C 0.809495 8.300622 5.533911 -0.2 -0.2 0.1
C 2.011909 -4.423868 -0.090203 -0.1 0.1 -0.3
C 0.339318 2.461917 1.048793 -0.5 0.1 0.0
B -3.880742 3.345081 -1.046523 -0.6 0.7 -0.1
H -1.812431 4.952413 -2.217425 0.0 -0.3 -0.6
H -11.315343 10.018058 -4.120970 0.0 0.0 0.0
H -6.308704 2.440317 -2.366460 0.0 0.5 0.0
H -0.272316 5.184334 -0.345104 -0.3 -0.4 0.2
H -4.922274 1.114600 -1.100555 0.5 -0.7 -0.1
H 8.548462 -7.346983 -1.492324 -0.1 -0.1 0.1
H -0.199585 4.926170 -2.952457 -0.5 -0.3 0.0
H 0.548006 -0.730155 0.544634 0.0 -0.1 0.0
H -3.948256 0.703857 0.304805 0.0 0.1 -0.6
H 9.314236 -7.019324 0.881187 0.0 0.0 -0.1
H 3.941162 -6.756472 -1.178543 -0.2 0.1 -0.1
H 2.069090 -1.631169 0.497134 -0.1 0.0 0.1
H -0.708838 2.084200 -4.561099 0.3 0.3 0.3
H -0.437237 4.726860 1.347625 -0.3 -0.3 -0.5
H 1.590238 8.961869 5.911071 0.0 0.0 -0.1
H -0.679250 -2.687730 -0.320856 0.1 -0.2 -0.1
H 10.618258 -10.194861 6.000107 -0.1 0.0 -0.2
H 0.588061 1.401176 0.862098 0.0 0.5 0.1
H 1.257959 3.069573 1.085808 -0.4 -0.3 -0.2
H -5.717351 5.365655 -1.451605 0.2 -0.5 -0.2
H -7.469745 4.144724 -5.375205 -0.2 0.0 0.2
H -9.140317 9.139223 -3.186444 0.1 -0.1 -0.1
H -1.639064 1.157742 0.508486 -0.3 0.5 -0.3
H -7.030219 3.408986 -1.020738 0.4 -0.2 -0.5
H -2.475222 2.600989 1.062891 0.0 -0.2 -0.7
H -0.330919 9.852620 4.535394 -0.2 -0.1 0.0
H -1.729519 -1.502328 -1.929648 -0.2 0.1 0.0
H -3.825331 6.222615 5.277875 0.0 0.1 0.0
H 4.952861 -10.706009 1.357848 0.2 -0.1 -0.1
H 0.083246 8.137182 6.330737 0.0 0.1 0.0
H 1.251113 -1.241297 -1.006191 -0.1 0.0 0.0
H 8.579180 -10.321523 7.484513 0.0 0.0 0.0
H 7.942324 -11.629506 6.464226 0.1 0.0 0.1
H -8.119680 5.379417 -6.464727 0.1 0.1 0.0
H -10.492032 8.994879 -5.305221 0.1 0.1 0.1
H 1.249084 7.330566 5.295182 0.1 0.1 -0.1
H -3.967543 -2.470261 -0.910953 -0.2 0.1 -0.1
H 10.429976 -11.777465 6.739174 0.0 -0.1 -0.2
H -3.949811 0.230535 -3.257883 0.2 -0.2 -0.3
H -4.543906 6.113702 3.663061 0.2 0.0 -0.1
H 0.901364 9.089588 3.542890 -0.2 -0.2 -0.1
H 4.770865 -9.066926 0.717268 0.1 0.1 0.0
H 4.529919 -5.235584 -0.492311 0.0 0.0 0.2
H -4.524678 7.674081 4.497213 0.1 0.0 0.1
H 0.170359 -3.156582 1.141752 0.2 -0.1 0.0
H -1.462059 -0.158848 -1.056918 -0.1 -0.1 -0.1
H -4.125486 4.679379 0.296996 -0.4 0.4 0.3
H 10.570631 -8.217461 0.647217 0.1 0.0 -0.1
H -1.803293 1.007560 -2.731656 -0.4 0.5 0.5
H 8.115344 -10.010792 5.806414 0.1 0.0 0.0
H 8.510955 -10.642536 1.400758 0.0 0.1 0.1
H 5.712715 -9.353234 2.212768 0.0 0.1 -0.1
H 0.718632 3.064530 -3.993441 -0.3 -0.5 -0.1
H 3.580970 -6.374112 0.510087 0.0 0.2 0.0
H -0.170535 2.544465 2.032442 0.3 -0.1 -0.5
H -1.899805 4.848607 0.362398 0.4 -0.1 -0.2
H -1.555209 4.374788 -3.959370 -0.2 0.1 0.6
H -2.784591 2.350850 -3.294421 0.1 -0.1 0.7
H -11.848542 8.346173 -4.399114 0.0 0.1 0.1
H -7.513786 3.752858 -2.675913 0.5 -0.3 0.2
H 9.862239 -8.486304 -1.745816 -0.2 -0.2 0.1
H -10.532812 8.573327 -2.277191 0.1 -0.3 0.0
H 9.689191 -11.657809 0.573995 0.0 -0.1 0.2
H 10.636628 -6.686373 -0.244738 0.0 0.0 -0.1
H -4.062974 -1.430715 0.302011 -0.2 -0.3 0.0
H 0.456344 1.390281 -3.385002 -0.3 0.5 -0.2
H -3.342119 -1.335516 -3.298569 0.0 0.2 -0.2
H -5.728054 5.058724 -3.181322 0.4 -0.3 0.5
H 10.217940 -10.139846 1.303842 0.0 0.0 0.1
H -6.719587 5.743518 -5.408755 -0.1 0.1 -0.1
```
Forces are in eV/Å.

Results
M = 821.75 g/mol
relative energy (zero: lowest compared OMol25 entry of this formula, charge and spin) = 37.1 kcal per mole
calculated total energy = -2897.64702 Ha
spin multiplicity = 2
HOMO-LUMO gap (alpha / beta) = 8.9 / 9.0 eV